# 1
Below is a structure of composition C34H31BCrF4IO4P, with properties calculated with wB97M-V/def2-TZVPD.

Cartesian coordinates (Å):
1 I 0.7602 3.3444 1.4388
2 Cr 0.1587 -0.3665 -0.1288
3 P 0.5900 0.0717 2.4703
4 F 2.0102 1.7469 -3.3430
5 F 2.1240 -0.3927 -2.4925
6 F 0.0950 0.5607 -2.8611
7 F 1.4034 1.3454 -1.1614
8 O -0.5769 -1.9619 -1.1426
9 O 1.7000 -1.4164 0.2663
10 O 4.8400 -4.9221 0.6231
11 O -1.5295 0.6986 -0.3200
12 C 0.9739 -2.7024 3.0450
13 C -0.3213 3.4020 3.2233
14 C -0.4406 0.0343 4.9796
15 C 5.0995 0.0646 3.4422
16 C -3.6337 1.7626 -0.2184
17 C -1.0401 0.4120 6.1935
18 C 1.2536 -3.4639 -0.8918
19 C 1.7334 -4.7678 -1.1605
20 C -0.7828 4.6648 3.4945
21 C 3.2658 -3.1003 0.4490
22 C -0.7324 -3.9056 -2.4333
23 C -2.2408 1.6131 -0.7406
24 C 2.0403 -2.6173 -0.0641
25 C 0.0926 -1.6684 2.7530
26 C -0.5330 2.3024 4.1219
27 C -1.4717 4.9634 4.6823
28 C 5.6635 -4.1256 1.4593
29 C 2.8277 -0.2242 4.1643
30 C 2.3684 0.0977 2.8909
31 C 4.6497 0.3910 2.1701
32 C 3.6815 -4.3813 0.1682
33 C 4.1868 -0.2457 4.4411
34 C 2.9049 -5.2375 -0.6459
35 C -1.1923 2.6583 5.3414
36 C -0.8089 -4.3073 2.8453
37 C 3.2910 0.4033 1.8927
38 C -1.4204 1.7000 6.3600
39 C -0.0029 -3.0325 -1.4437
40 C -0.1785 0.9045 3.9532
41 C 0.5252 -4.0161 3.0850
42 C -1.6969 -3.2799 2.5520
43 C -1.7503 2.5843 -1.7641
44 C -1.6517 3.9744 5.5914
45 C -1.2456 -1.9718 2.4957
46 B 1.4393 0.8018 -2.5319
47 H -3.6507 2.6426 0.4305
48 H 5.3551 0.6317 1.3862
49 H 2.0226 -2.4911 3.2041
50 H -1.9390 -1.1765 2.2385
51 H -0.0715 -4.2390 -3.2319
52 H -1.8248 5.9687 4.8653
53 H 1.2270 -4.8132 3.2902
54 H 3.8408 -2.4156 1.0510
55 H -0.1991 -1.0159 4.8553
56 H 6.1599 0.0542 3.6566
57 H 6.0231 -3.2420 0.9276
58 H -1.5534 -3.3321 -2.8528
59 H -2.7369 -3.5001 2.3510
60 H 6.5056 -4.7527 1.7375
61 H 2.1235 -0.4470 4.9575
62 H -3.9339 0.8850 0.3466
63 H -2.2896 3.5288 -1.7088
64 H -1.1542 -5.3321 2.8723
65 H 3.2617 -6.2355 -0.8491
66 H -1.1322 -4.7908 -1.9347
67 H -1.2058 -0.3281 6.9635
68 H -2.1521 4.1676 6.5315
69 H -0.5938 5.4571 2.7850
70 H 4.5289 -0.4955 5.4361
71 H 2.9541 0.6181 0.8878
72 H -1.9216 2.1341 -2.7451
73 H 1.1488 -5.4262 -1.7870
74 H -1.9060 2.0273 7.2704
75 H -4.3271 1.9553 -1.0368
76 H 5.1245 -3.8106 2.3555
77 H -0.6793 2.7249 -1.6707

Properties
spin multiplicity = 5
LUMO (spin up / spin down) = -0.05 / -0.05 eV
E_HOMO (spin up / spin down) = -7.61 / -8.01 eV
ΔE to the lowest compared entry with this formula, charge and spin = 0.137 eV

The molecule's Löwdin atomic charges, reported in e, are given here: I 1.090; Cr 0.722; P 1.049; F 0.161; F 0.160; F 0.110; F -0.032; O -0.042; O -0.199; O -0.071; O -0.064; C -0.080; C -0.617; C -0.109; C -0.083; C 0.009; C -0.057; C -0.090; C -0.022; C -0.192; C 0.063; C 0.003; C -0.413; C -0.299; C -0.398; C -0.167; C -0.077; C -0.072; C -0.092; C -0.361; C -0.069; C -0.264; C -0.079; C -0.007; C -0.160; C -0.078; C -0.108; C -0.034; C -0.325; C -0.254; C -0.063; C -0.071; C 0.005; C -0.042; C -0.107; B -1.261; H 0.102; H 0.110; H 0.102; H 0.110; H 0.092; H 0.108; H 0.108; H 0.106; H 0.096; H 0.102; H 0.097; H 0.088; H 0.105; H 0.092; H 0.101; H 0.089; H 0.093; H 0.102; H 0.114; H 0.095; H 0.110; H 0.113; H 0.071; H 0.102; H 0.090; H 0.112; H 0.107; H 0.114; H 0.096; H 0.091; H 0.071



# 2
Below is a cluster of 2 separate species, C9H13N4 in total, with properties calculated with wB97M-V/def2-TZVPD.

Cartesian coordinates (Å):
1 N -3.0207 -1.1932 -0.0106
2 N 0.4789 -0.6831 -0.0897
3 N 2.3771 -2.6335 -0.1097
4 N -0.6800 -1.4390 0.0193
5 C 2.7853 1.3176 -0.5341
6 C -2.8064 1.5542 0.0554
7 C 1.4044 1.5580 -0.3310
8 C -4.1059 -0.4597 -0.0588
9 C -1.6813 0.7210 0.0068
10 C 2.4144 1.5254 0.8397
11 C -1.8045 -0.6375 -0.0479
12 C -4.0430 0.9267 0.1857
13 C 0.4626 0.5870 -0.1853
14 H 3.1492 0.2857 -0.7089
15 H -0.6148 -2.3683 -0.2212
16 H -4.9876 -0.9759 -0.1098
17 H 0.9834 2.5630 -0.6686
18 H 2.2133 0.6330 1.4284
19 H 1.9455 -3.5161 -0.1981
20 H 1.4652 -1.4026 -0.1216
21 H 2.6038 -2.3373 0.7650
22 H -4.9155 1.5017 -0.0250
23 H 3.3400 -2.6762 -0.6069
24 H 3.2187 2.0852 -1.1363
25 H -2.7299 2.6660 0.3221
26 H 2.5477 2.3980 1.5411

Properties
charge = +1
LUMO = -3.16 eV
E_HOMO = -12.17 eV
ΔE to the lowest compared entry with this formula, charge and spin = 5.732 eV

The molecule's Löwdin atomic charges, reported in e, are given here: N 0.127; N 0.042; N 0.087; N 0.108; C -0.128; C -0.044; C -0.278; C -0.100; C 0.098; C -0.049; C -0.333; C -0.043; C -0.003; H 0.125; H 0.123; H 0.091; H 0.189; H 0.103; H 0.058; H 0.150; H 0.019; H 0.104; H 0.138; H 0.127; H 0.145; H 0.144